Arrangement one

Formula: C2H3F2NS
Source: the OMol25 dataset
Level of theory: wB97M-V/def2-TZVPD

Structure (XYZ):
```
9
Properties=species:S:1:pos:R:3:lowdin_charge:R:1
S 0.10378 1.22980 -0.24652 0.87
F -1.45343 2.36066 -1.86893 0.01
F -2.50778 1.85430 -0.05958 0.07
N 0.86520 -1.75385 0.35200 -0.05
C -1.33313 1.74339 -0.66946 -0.85
C 1.56881 -0.65912 0.35192 -0.24
H 0.18869 -1.98156 -0.42904 0.12
H 0.71353 -2.28029 1.16550 0.07
H 1.85432 -0.51333 1.40412 0.01
```

As for the frontier orbital gap: 8.593 eV. Its spin multiplicity is 1. As for the total charge: 0.

=====

Arrangement two

Formula: C2H3F2NS
Source: the OMol25 dataset
Level of theory: wB97M-V/def2-TZVPD

Structure (XYZ):
```
9
Properties=species:S:1:pos:R:3:lowdin_charge:R:1
S -1.93850 1.67761 -1.07438 0.74
F -1.77339 -0.93406 -0.79223 0.05
F -1.83302 0.11219 1.04772 0.05
N 1.57609 -0.37638 -0.12761 -0.04
C -1.83464 0.28764 -0.25759 -0.97
C 0.83743 0.38363 0.64401 -0.03
H 1.21629 -0.57734 -1.04560 0.07
H 1.28888 0.43366 1.59422 -0.01
H 2.46086 -1.00695 0.01147 0.15
```

As for the frontier orbital gap: 8.952 eV. Its spin multiplicity is 1. As for the total charge: 0.

=====

arrangement two has the most favorable energy; the next structure is 8.1 kcal/mol above.

=====

Arrangement one

Formula: C5H7P
Source: the OMol25 dataset
Level of theory: wB97M-V/def2-TZVPD

Structure (XYZ):
```
13
Properties=species:S:1:pos:R:3:lowdin_charge:R:1
P -2.41837 0.30828 -0.03363 0.81
C 0.39331 0.59728 -0.41278 -0.29
C -0.85680 1.31082 0.23806 -0.47
C -1.90373 -1.23955 0.06752 -0.34
C 0.58160 -0.73322 0.31686 -0.11
C -0.37700 -1.77902 -0.07766 -0.33
H 0.23597 0.40393 -1.53127 0.12
H -0.71127 1.14411 1.36611 0.08
H -0.21157 -2.68812 0.60831 0.11
H 1.15930 1.45070 -0.09325 0.13
H -0.43859 -2.02430 -1.15444 0.10
H -0.75094 2.39013 -0.12378 0.08
H 0.80116 -0.57717 1.39432 0.10
```

As for the frontier orbital gap (spin up / spin down): 8.594 / 7.378 eV. Its spin multiplicity is 1. As for the total charge: 0.

=====

Arrangement two

Formula: C5H7P
Source: the OMol25 dataset
Level of theory: wB97M-V/def2-TZVPD

Structure (XYZ):
```
13
Properties=species:S:1:pos:R:3:lowdin_charge:R:1
P 1.06415 -1.33112 -1.86693 0.81
C -0.52375 1.38225 1.05383 -0.06
C 0.46435 -2.30903 -0.68239 -0.36
C -0.33517 -0.87799 0.75511 0.04
C -0.13478 0.24388 0.13523 -0.49
C 0.58732 0.42890 -1.14963 -0.37
H 0.32028 -3.42893 -0.66366 -0.01
H -0.14761 0.90217 -1.77890 0.06
H 0.29628 1.79909 1.50371 0.05
H 1.41368 1.19975 -1.23451 0.09
H -1.15653 0.95579 1.71759 0.02
H -0.71799 -1.08582 1.82494 0.11
H -1.13021 2.12106 0.38561 0.12
```

As for the frontier orbital gap: 9.655 eV. Its spin multiplicity is 1. As for the total charge: 0.

=====

arrangement two has the most favorable energy; the next structure is 19.2 kcal/mol above.

=====

Arrangement one

Formula: C4H13N4O
Source: the OMol25 dataset
Level of theory: wB97M-V/def2-TZVPD

Structure (XYZ):
```
22
Properties=species:S:1:pos:R:3:lowdin_charge:R:1
O -0.68991 -0.65608 -0.55646 -0.04
N 2.15748 -0.50969 0.43796 0.24
N 1.45369 1.73615 0.69860 0.02
N 0.19130 -0.09253 1.60253 0.12
N -1.86517 -2.04361 -1.86615 0.13
C 1.26514 0.37298 0.87532 -0.39
C -1.80407 -1.01924 -0.96594 -0.60
C 2.73183 2.15152 0.17689 -0.08
C -3.08829 -0.61392 -0.40963 -0.04
H -0.36609 -1.07030 1.48446 0.19
H -0.45522 0.44835 2.25248 0.15
H 3.05073 1.48267 -0.74808 0.12
H 3.56898 1.91270 0.93294 0.13
H -1.08584 -2.14587 -2.57040 0.14
H 2.55475 3.11261 -0.26022 0.08
H -3.68269 -1.36506 0.19825 0.11
H -3.91155 -0.18399 -1.19504 0.15
H 0.95916 2.48276 1.23657 0.18
H -2.99752 0.26619 0.26369 0.08
H -2.82434 -2.49765 -2.05497 0.15
H 2.52899 -0.45536 -0.42748 0.08
H 2.30866 -1.31262 0.89468 0.09
```

As for the frontier orbital gap: 10.578 eV. Its spin multiplicity is 1. As for the total charge: +1.

=====

Arrangement two

Formula: C4H13N4O
Source: the OMol25 dataset
Level of theory: wB97M-V/def2-TZVPD

Structure (XYZ):
```
22
Properties=species:S:1:pos:R:3:lowdin_charge:R:1
O 0.66621 -0.33849 -0.36646 0.00
N -1.50048 0.24111 2.41589 0.22
N -0.19605 1.76645 1.32547 0.20
N 2.24367 -1.87563 -0.85947 0.18
N -1.81601 0.65021 0.14314 0.04
C 2.36495 0.28646 -1.93618 0.00
C -2.44133 -0.65331 -0.13749 -0.03
C 1.68433 -0.65466 -0.97551 -0.56
C -1.16980 0.85523 1.27422 -0.47
H 0.21973 2.03349 2.20163 0.13
H 3.32604 -0.07189 -2.29517 0.08
H -2.35525 -0.27509 2.51130 0.13
H 1.68980 0.48622 -2.76985 0.09
H 2.60183 1.22130 -1.42776 0.09
H -1.87350 -1.43873 0.36456 0.09
H -0.85656 0.34216 3.17848 0.13
H 2.98614 -2.16305 -1.47249 0.11
H -3.46157 -0.63692 0.23897 0.09
H -1.40989 1.12308 -0.64682 0.14
H -0.16830 2.51625 0.65400 0.13
H -2.37193 -0.87150 -1.19777 0.10
H 1.83796 -2.54268 -0.22268 0.12
```

As for the frontier orbital gap: 10.622 eV. Its spin multiplicity is 1. As for the total charge: +1.

=====

arrangement two has the most favorable energy; the next structure is 58.2 kcal/mol above.

=====

Arrangement one

Formula: C4H12N2OS
Source: the OMol25 dataset
Level of theory: wB97M-V/def2-TZVPD

Structure (XYZ):
```
20
Properties=species:S:1:pos:R:3:lowdin_charge:R:1
S 2.86487 -0.53941 -0.87573 0.69
O -2.57743 0.86094 -0.48761 -0.07
N -1.09509 -0.95135 -0.08339 -0.02
N 1.26235 1.84855 0.75866 0.00
C -2.15175 -0.46188 -0.91259 -0.28
C 1.26220 -1.23195 -0.24847 -0.48
C 0.15790 -0.16716 -0.20544 -0.42
C 0.28667 0.76564 1.01379 -0.24
H -3.00052 -1.14509 -0.86947 0.12
H -0.68542 1.20679 1.20843 0.11
H 1.45517 -1.57218 0.76518 0.07
H 0.63516 0.12670 1.81467 0.10
H 0.14694 0.45639 -1.09985 0.13
H 2.20291 1.55270 0.99632 0.04
H -3.29940 1.10010 -1.08421 0.08
H 3.65397 -1.24873 -0.06265 -0.16
H 0.97317 -1.99083 -0.96434 0.06
H 1.04735 2.61672 1.37897 0.06
H -1.38049 -0.86287 0.88460 0.11
H -1.75857 -0.36308 -1.92687 0.12
```

As for the frontier orbital gap: 9.705 eV. Its spin multiplicity is 1. As for the total charge: 0.

=====

Arrangement two

Formula: C4H12N2OS
Source: the OMol25 dataset
Level of theory: wB97M-V/def2-TZVPD

Structure (XYZ):
```
20
Properties=species:S:1:pos:R:3:lowdin_charge:R:1
S -2.48921 1.35024 -0.11609 0.71
O 1.56943 -1.64349 -2.27860 -0.06
N 1.40173 -1.34396 0.10332 -0.04
N 1.31508 1.27683 1.33099 0.04
C 1.29240 -2.24775 -1.00825 -0.29
C 0.16166 -0.73667 0.57534 -0.22
C 0.18305 0.77882 0.60550 -0.49
C -1.18396 1.29904 1.13857 -0.53
H -0.98358 2.25674 1.59254 0.06
H 2.09800 -0.64140 -0.10825 0.10
H 0.26328 -2.60155 -1.09518 0.12
H -1.54389 0.64237 1.91934 0.06
H -0.06716 -1.15701 1.55408 0.11
H 1.49840 2.25652 1.20000 0.08
H 1.95884 -3.10255 -0.87017 0.11
H 0.29635 1.10512 -0.42502 0.13
H 1.38542 0.94273 2.27960 0.08
H -2.07824 2.48255 -0.69512 -0.15
H 2.52252 -1.61135 -2.40012 0.07
H -0.67756 -0.99625 -0.07760 0.11
```

As for the frontier orbital gap: 9.614 eV. Its spin multiplicity is 1. As for the total charge: 0.

=====

arrangement two has the most favorable energy; the next structure is 2.1 kcal/mol above.

=====

Arrangement one

Formula: C3H6NP
Source: the OMol25 dataset
Level of theory: wB97M-V/def2-TZVPD

Structure (XYZ):
```
11
Properties=species:S:1:pos:R:3:lowdin_charge:R:1
P -0.18027 2.03289 1.80132 0.68
N -0.84571 0.41325 1.58436 -0.36
C 0.64988 -1.98117 -2.55608 -0.02
C -0.43068 -0.56187 0.93700 -0.19
C 1.21523 -1.01379 -2.15784 -0.05
H -0.97015 -1.58653 0.96776 0.09
H 0.33998 -0.57775 0.20632 -0.01
H 1.85971 -0.23609 -1.69347 0.05
H 0.30694 -2.94503 -2.98562 0.05
H -1.34571 2.74829 2.25834 -0.15
H -0.00708 2.03952 3.31686 -0.09
```

As for the frontier orbital gap: 9.408 eV. Its spin multiplicity is 1. As for the total charge: 0.

=====

Arrangement two

Formula: C3H6NP
Source: the OMol25 dataset
Level of theory: wB97M-V/def2-TZVPD

Structure (XYZ):
```
11
Properties=species:S:1:pos:R:3:lowdin_charge:R:1
P -1.94676 -0.45649 -0.04059 0.88
N -1.41282 1.01167 -0.03698 -0.36
C 0.01808 1.22116 0.08166 -0.32
C -0.24780 -1.25811 0.13964 -0.42
C 0.76686 -0.15294 -0.26122 -0.23
H 0.71077 -0.02932 -1.25226 0.04
H -0.05377 -1.40361 1.16995 0.03
H 1.71425 -0.20774 0.35425 0.12
H -0.12200 -2.17538 -0.58190 0.09
H 0.38900 1.85145 -0.65438 0.07
H 0.18421 1.59930 1.08183 0.10
```

As for the frontier orbital gap: 9.582 eV. Its spin multiplicity is 1. As for the total charge: 0.

=====

arrangement two has the most favorable energy; the next structure is 63.8 kcal/mol above.

=====

Arrangement one

Formula: C5H11N3O
Source: the OMol25 dataset
Level of theory: wB97M-V/def2-TZVPD

Structure (XYZ):
```
20
Properties=species:S:1:pos:R:3:lowdin_charge:R:1
O 1.98561 -0.83397 -0.21610 0.01
N -0.03662 1.21311 0.66332 0.09
N 1.72430 -0.56778 2.01914 0.15
N 3.46031 -1.82937 1.18309 0.14
C 2.35706 -1.05642 0.92038 -0.68
C -1.72175 0.69091 -1.04459 -0.35
C -0.95700 -0.04121 -1.85254 0.09
C -3.12795 1.08785 -1.38212 -0.07
C -1.23137 1.13290 0.26690 -0.20
H 1.03066 0.15766 1.85193 0.05
H -3.23538 2.17161 -1.34107 0.08
H 2.18867 -0.57348 2.90994 0.10
H -3.40065 0.74593 -2.37720 0.07
H 0.03960 -0.34753 -1.57716 0.04
H 3.82027 -2.36072 0.40855 0.10
H -1.31413 -0.38265 -2.80997 0.07
H -3.82267 0.65675 -0.66116 0.08
H 3.59068 -2.22385 2.09824 0.09
H -1.99756 1.43788 0.97889 0.11
H 0.64790 0.92237 -0.03847 0.04
```

As for the frontier orbital gap: 10.234 eV. Its spin multiplicity is 1. As for the total charge: 0.

=====

Arrangement two

Formula: C5H11N3O
Source: the OMol25 dataset
Level of theory: wB97M-V/def2-TZVPD

Structure (XYZ):
```
20
Properties=species:S:1:pos:R:3:lowdin_charge:R:1
O -1.73467 1.18202 -1.58237 0.05
N -1.84586 -0.78289 1.30471 0.12
N -2.54283 -1.27902 -0.90369 0.15
N -1.18041 1.65701 0.57016 0.18
C -2.03034 -0.50926 0.07845 -0.44
C 3.04811 0.31610 -0.74458 -0.11
C 1.57841 -0.38551 1.14315 -0.02
C 1.75955 -0.12977 -0.13865 -0.25
C -1.62915 0.86842 -0.41233 -0.52
H 3.82163 0.41933 0.01271 0.07
H -1.09672 1.24281 1.48516 0.09
H -2.83741 -2.22690 -0.75177 0.11
H 0.62436 -0.70078 1.53117 0.02
H -0.82627 2.57725 0.37414 0.12
H 2.38150 -0.28919 1.85651 0.05
H 3.38079 -0.40265 -1.49328 0.07
H 2.91330 1.27339 -1.24762 0.07
H -2.58995 -0.87548 -1.82625 0.10
H 0.93590 -0.23430 -0.83409 0.08
H -2.12992 -1.72057 1.57847 0.06
```

As for the frontier orbital gap: 10.381 eV. Its spin multiplicity is 1. As for the total charge: 0.

=====

arrangement one has the most favorable energy; the next structure is 1.2 kcal/mol above.

=====

Arrangement one

Formula: C5H11N3O
Source: the OMol25 dataset
Level of theory: wB97M-V/def2-TZVPD

Structure (XYZ):
```
20
Properties=species:S:1:pos:R:3:lowdin_charge:R:1
O 0.26614 -1.50327 0.74312 -0.11
N -0.50727 2.09426 1.11002 0.15
N -1.85806 -0.71087 0.47316 0.14
N 0.39638 0.76409 -0.60765 -0.20
C -0.28796 -2.69456 1.29442 -0.06
C -0.07168 1.67022 -1.63857 -0.07
C -0.60251 -0.50157 0.52858 -0.44
C 1.76840 0.29947 -0.79442 -0.05
C -0.01031 0.98802 0.75653 -0.26
H -0.79774 -2.48233 2.23155 0.09
H -1.06759 2.00979 1.95699 0.06
H -0.36513 2.68279 -1.34856 0.07
H 0.54912 -3.35970 1.47100 0.09
H -0.99803 -3.13028 0.59286 0.08
H 2.44439 1.15828 -0.79932 0.09
H -0.97152 1.29647 -2.13097 0.09
H 1.84835 -0.24165 -1.73532 0.09
H -2.42148 0.11517 0.31225 0.05
H 2.04259 -0.37484 0.01116 0.08
H 0.64389 1.92051 -2.42684 0.08
```

As for the frontier orbital gap: 9.059 eV. Its spin multiplicity is 1. As for the total charge: 0.

=====

Arrangement two

Formula: C5H11N3O
Source: the OMol25 dataset
Level of theory: wB97M-V/def2-TZVPD

Structure (XYZ):
```
20
Properties=species:S:1:pos:R:3:lowdin_charge:R:1
O -3.33359 -1.02336 0.89037 0.04
N 1.15927 0.05193 -0.95064 0.13
N 3.15479 -0.79251 0.05212 0.05
N -1.30920 -1.31515 -0.04750 0.16
C -2.31231 -0.55402 0.43610 -0.59
C -2.05300 0.94032 0.32147 -0.18
C 3.99372 -0.78635 1.19299 -0.11
C -2.35164 1.41015 -1.10159 -0.10
C 2.21519 -0.22157 -0.41422 -0.29
H 1.03820 0.74032 -1.66928 0.08
H -1.72061 0.88925 -1.81842 0.06
H -0.44392 -0.91442 -0.38743 0.03
H -1.40847 -2.31624 -0.02488 0.11
H 4.97431 -1.15216 0.88682 0.08
H -2.70734 1.45682 1.02388 0.11
H 3.58698 -1.46372 1.94725 0.09
H -2.17609 2.48012 -1.19310 0.07
H -3.39063 1.20818 -1.35044 0.08
H 4.09793 0.21060 1.62927 0.08
H -1.01359 1.15182 0.57724 0.09
```

As for the frontier orbital gap: 9.640 eV. Its spin multiplicity is 1. As for the total charge: 0.

=====

Arrangement three

Formula: C5H11N3O
Source: the OMol25 dataset
Level of theory: wB97M-V/def2-TZVPD

Structure (XYZ):
```
20
Properties=species:S:1:pos:R:3:lowdin_charge:R:1
O -0.11406 -1.28550 -1.80874 -0.16
N 1.93555 -1.09836 0.04917 0.18
N 0.28802 0.01448 1.38969 0.04
N 1.86522 1.23596 0.23014 0.18
C -1.05128 0.32386 0.70449 -0.39
C -0.62568 -0.04416 -1.27353 -0.16
C -0.77019 -1.00607 1.26832 -0.07
C 1.25804 0.02570 0.43053 -0.46
C -1.86660 1.37832 0.91516 -0.03
H -0.61067 -1.84651 0.59961 0.10
H -0.09230 0.81724 -1.69538 0.06
H -1.49064 2.27422 1.38977 0.02
H 1.33334 2.02271 0.57464 0.11
H -0.72805 -1.63438 -2.46247 0.08
H -2.86981 1.40005 0.51307 0.03
H -1.22516 -1.22935 2.22728 0.11
H 1.33688 -1.81462 -0.34613 0.09
H 2.37442 1.34949 -0.63457 0.11
H 2.73520 -0.93003 -0.54429 0.11
H -1.68220 0.04696 -1.52675 0.07
```

As for the frontier orbital gap: 6.617 eV. Its spin multiplicity is 1. As for the total charge: 0.

=====

arrangement two has the most favorable energy; the next structure is 74.0 kcal/mol above.